Here is a molecular structure, C15H31NO3P2Pt from the OMol25 dataset. Energies are from ωB97M-V/def2-TZVPD.

<S²>: 6.023
Orbital gap (spin up / spin down) in hartree: 0.2868 / 0.1775
Total energy in eV: -45484.767

The geometry in ORCA input format:
```
! wB97M-V def2-TZVPD RIJCOSX def2/J DEFGRID3
* xyz 2 5
P -0.40 -3.32 -6.03
P -0.04 -0.61 -5.43
C -0.37 -2.41 -7.58
C 0.43 -1.19 -7.27
H -1.42 -2.21 -7.87
H 0.14 -3.10 -8.26
H 1.53 -1.30 -7.28
H 0.15 -0.42 -8.00
C -1.78 -0.12 -5.92
H -2.00 0.80 -5.36
H -2.49 -0.89 -5.58
H -1.89 0.10 -7.00
C 0.55 1.13 -6.22
H 0.30 1.28 -7.28
H 1.63 1.20 -6.14
H 0.11 1.99 -5.71
C -1.78 -4.39 -6.15
H -1.70 -5.06 -5.30
H -1.48 -4.82 -7.11
H -2.75 -3.89 -6.22
C 1.44 -3.62 -5.90
H 2.11 -2.74 -5.83
H 1.63 -4.27 -6.75
H 1.51 -4.14 -4.94
Pt -0.24 -2.41 -4.21
C 0.91 1.73 -0.74
C -0.39 2.12 -0.74
C -1.10 3.33 -1.23
C -1.04 3.67 -2.72
C -0.46 2.58 -3.56
C 0.87 2.45 -3.60
C 1.85 3.10 -2.76
C 2.11 2.22 -1.50
C 0.44 -3.37 -2.42
H 1.08 0.87 -0.07
H -1.04 1.53 -0.09
H -0.77 4.21 -0.65
H -2.18 3.11 -1.07
H -2.11 3.84 -2.96
H -0.45 4.61 -2.79
H -1.18 1.86 -3.96
H 1.38 1.59 -4.09
H 1.55 4.08 -2.38
H 2.83 3.09 -3.27
H 2.61 1.29 -1.86
H 2.80 2.76 -0.81
H 1.45 -3.80 -2.47
H -0.21 -4.20 -2.14
H 0.41 -2.65 -1.59
O -0.46 1.03 3.79
N -0.66 1.17 2.56
O -0.55 0.19 1.76
O -0.98 2.31 2.10
*
```